Entry 1:
72
Properties=species:S:1:pos:R:3 method="wB97M-V/def2-TZVPD" lumo_ev="-0.61 / -0.57" spin_multiplicity=2 homo_energy_ev="-8.59 / -8.59"
Fe 2.21 0.87 0.40
O 2.27 0.87 6.24
C 2.14 0.81 4.90
C 2.24 -0.38 4.19
C 2.11 -0.34 2.82
N 1.88 0.82 2.21
C 1.80 1.98 2.86
C 1.91 2.02 4.23
C 1.65 3.12 1.88
O 1.41 4.25 2.21
O 1.78 2.70 0.64
C 2.19 -1.48 1.81
O 2.26 -2.63 2.16
O 2.14 -1.02 0.59
H 2.45 0.00 6.60
H 2.43 -1.34 4.67
H 1.83 2.96 4.76
N -0.90 -0.61 -0.10
P -0.04 0.80 -0.21
C -1.03 1.91 0.83
C -1.46 1.44 2.07
C -2.16 2.29 2.93
C -2.40 3.60 2.56
C -1.96 4.07 1.33
C -1.27 3.23 0.47
C -0.27 1.44 -1.91
C -1.28 0.92 -2.71
C -1.46 1.40 -4.00
C -0.62 2.39 -4.50
C 0.39 2.91 -3.70
C 0.56 2.44 -2.40
P -0.48 -2.34 0.06
C -2.22 -2.89 0.23
C -3.24 -2.54 -0.65
C -4.54 -2.98 -0.44
C -4.82 -3.80 0.65
C -3.81 -4.16 1.53
C -2.52 -3.70 1.32
C -0.23 -2.73 -1.72
C 0.56 -1.90 -2.51
C 0.84 -2.23 -3.83
C 0.35 -3.40 -4.37
C -0.43 -4.25 -3.59
C -0.71 -3.92 -2.28
H -1.85 -0.45 0.22
H -1.26 0.42 2.38
H -2.50 1.92 3.89
H -2.94 4.26 3.23
H -2.13 5.10 1.05
H -0.91 3.61 -0.48
H -1.92 0.13 -2.34
H -2.24 0.99 -4.63
H -0.75 2.76 -5.51
H 1.04 3.69 -4.07
H 1.33 2.86 -1.78
H -3.02 -1.92 -1.51
H -5.32 -2.70 -1.12
H -5.83 -4.15 0.81
H -4.03 -4.80 2.38
H -1.72 -3.98 2.00
H 0.95 -0.99 -2.10
H 1.45 -1.56 -4.43
H 0.57 -3.66 -5.40
H -0.81 -5.17 -4.01
H -1.32 -4.59 -1.68
Cl 4.00 2.78 -1.39
C 4.73 1.18 -1.31
Cl 3.45 -0.03 -1.75
Cl 6.08 1.03 -2.39
C 5.10 0.93 0.20
O 6.26 0.89 0.52
O 4.07 0.82 0.97

***

Entry 2:
12
Properties=species:S:1:pos:R:3 method="wB97M-V/def2-TZVPD" lumo_ev=-1.23 smiles="O=c1ccnncc1" homo_energy_ev=-9.22
C 0.60 1.14 0.32
C -0.13 0.44 1.38
C -1.15 -0.43 1.22
C 0.13 -0.58 -1.66
C 0.88 0.40 -1.02
H 0.37 0.62 2.41
H -1.60 -0.95 2.04
H 0.16 -0.70 -2.77
H 1.87 0.68 -1.51
N -1.53 -1.15 0.03
N -0.93 -1.43 -1.09
O 1.34 1.97 0.64

***

Entry 3:
30
Properties=species:S:1:pos:R:3 method="wB97M-V/def2-TZVPD" lumo_ev=0.80 smiles=CCc1ccc(O)cc1.CCC homo_energy_ev=-8.40
C -1.22 -1.01 2.40
C -1.54 0.10 3.46
C -2.41 -2.01 2.13
H -0.23 -1.54 2.67
H -0.94 -0.34 1.61
H -2.41 0.73 3.41
H -1.45 -0.58 4.34
H -3.25 -1.77 2.92
H -2.14 -3.18 2.18
H -0.68 0.81 3.30
H -3.07 -1.99 1.18
C -0.12 0.69 -3.04
C -1.70 0.96 -2.74
C 0.73 0.58 -1.81
C 1.67 1.66 -1.61
C 0.87 -0.61 -1.13
C 2.88 1.48 -0.92
C 1.99 -0.76 -0.31
C 3.06 0.17 -0.24
O 4.21 -0.06 0.44
H 0.13 -0.20 -3.71
H 0.29 1.66 -3.61
H -2.08 0.40 -1.98
H 1.39 2.61 -1.95
H 0.23 -1.43 -1.34
H 3.69 2.24 -0.97
H 1.91 -1.71 0.25
H 4.28 0.52 1.12
H -2.27 0.61 -3.65
H -1.82 1.96 -2.39

***

Entry 4:
12
Properties=species:S:1:pos:R:3 method="wB97M-V/def2-TZVPD" lumo_ev=-0.17 homo_energy_ev=-7.11
N 1.76 -0.72 -0.62
C 0.33 -0.11 -0.02
C 0.39 0.17 1.33
N -0.80 0.68 1.86
C -1.83 0.84 1.05
N -1.89 0.57 -0.27
C -0.78 0.08 -0.82
H 1.79 -1.75 -0.58
H 2.09 -0.47 -1.56
H 2.47 -0.40 0.05
H -2.75 1.24 1.48
H -0.83 -0.13 -1.89

***

Entry 5:
9
Properties=species:S:1:pos:R:3 method="wB97M-V/def2-TZVPD" lumo_ev=0.00 homo_energy_ev=-9.69
O 1.54 -0.85 0.58
C 1.83 0.20 -0.10
O 0.74 0.46 -0.72
C 0.15 -0.66 0.08
C -3.23 0.92 -0.22
N -2.32 0.52 0.41
H 2.74 0.79 -0.06
H -0.04 -1.47 -0.64
H -1.41 0.09 0.67

***

These records have max |F| values of 0.024, 0.122, 0.080, 0.016, 0.027 hartree/bohr, in the order they appear.
These records have energy above the lowest of the compared OMol25 structures with the same formula, charge and spin values of 1.4117, 4.0738, 3.2549, 4.1994, 5.5734 eV, in the order they appear.
These records have energy values of -142458.107, -10272.689, -13743.411, -8695.613, -8739.558 eV, in the order they appear.